No. 1
Entry from OMol25: an isolated molecule of C5H11NOS (ωB97M-V/def2-TZVPD).

As for the LUMO energy: 0.0286 Ha. As for the HOMO energy: -9.29 eV. The structure (SMILES) is C[C@@H](CCS)NC=O. Its charge is 0. The energy relative to the best compared isomer or geometry (same formula, charge and spin) comes out at 1.194 eV.

Geometry (Å):
C (1.27, 0.20, 1.79)
C (0.72, 0.29, 0.37)
C (-0.82, 0.44, 0.29)
C (-1.56, -0.76, -0.26)
S (-2.24, -1.93, 0.98)
N (1.51, 1.24, -0.41)
C (1.61, 1.06, -1.77)
O (2.27, 1.74, -2.50)
H (1.45, 1.19, 2.21)
H (0.69, -0.56, 2.32)
H (2.24, -0.32, 1.79)
H (0.93, -0.69, -0.07)
H (-1.19, 0.83, 1.24)
H (-1.00, 1.27, -0.41)
H (-0.88, -1.43, -0.78)
H (-2.41, -0.44, -0.85)
H (-2.65, -1.13, 1.97)
H (1.77, 2.10, 0.05)
H (1.01, 0.20, -2.10)

---

No. 2
Entry from OMol25: the ion C4H11BNO with charge -1 (ωB97M-V/def2-TZVPD).

As for the LUMO energy (spin up / spin down): 0.1438 / 0.1435 Ha. As for the HOMO energy (spin up / spin down): -2.13 / -2.15 eV. Its charge is -1.

Geometry (Å):
B (-0.57, 0.14, -0.05)
C (-0.43, 1.78, -0.10)
C (2.11, -0.31, -0.12)
C (0.73, -0.55, -0.77)
C (-0.89, -0.49, 1.34)
N (-1.84, -0.62, -0.45)
O (-2.96, -0.16, -0.64)
H (-1.35, 2.24, 0.36)
H (-0.28, 2.17, -1.04)
H (0.42, 1.98, 0.58)
H (2.21, -1.10, 0.67)
H (2.98, -0.55, -0.77)
H (2.21, 0.65, 0.24)
H (0.88, -0.13, -1.69)
H (0.55, -1.58, -0.72)
H (-0.45, -1.49, 1.40)
H (-1.49, -0.21, 2.14)
H (-1.83, -1.77, -0.39)

---

No. 3
Entry from OMol25: a structure of composition C15H13N4OPd (ωB97M-V/def2-TZVPD).

As for the LUMO energy: -0.1846 Ha. As for the HOMO energy: -11.43 eV. Its charge is +1.

Geometry (Å):
Pd (-0.77, -0.92, 0.31)
C (1.40, 0.18, 3.96)
C (0.46, 0.06, 2.82)
N (0.72, -0.65, 1.78)
N (1.88, -1.27, 1.54)
C (1.95, -1.77, 0.34)
O (1.02, -1.59, -0.54)
C (3.17, -2.50, -0.03)
C (4.13, -2.83, 0.93)
C (5.28, -3.50, 0.55)
C (5.49, -3.82, -0.79)
C (4.54, -3.48, -1.75)
C (3.38, -2.83, -1.37)
C (-0.81, 0.80, 2.75)
C (-1.34, 1.52, 3.81)
C (-2.50, 2.25, 3.60)
C (-3.09, 2.25, 2.35)
C (-2.51, 1.49, 1.35)
N (-1.39, 0.79, 1.55)
H (2.37, -0.23, 3.69)
H (1.03, -0.37, 4.83)
H (1.52, 1.23, 4.25)
H (3.95, -2.57, 1.96)
H (6.02, -3.77, 1.29)
H (6.39, -4.34, -1.08)
H (4.71, -3.73, -2.78)
H (2.62, -2.56, -2.09)
H (-0.85, 1.50, 4.77)
H (-2.94, 2.82, 4.41)
H (-3.99, 2.81, 2.15)
H (-2.93, 1.46, 0.35)
N (-2.20, -2.84, -1.71)
C (-1.80, -2.08, -0.95)
H (-2.53, -3.51, -2.37)

---

No. 4
Entry from OMol25: a cluster of 3 separate species, C5H17NO2 in total (ωB97M-V/def2-TZVPD).

As for the LUMO energy: 0.0185 Ha. As for the HOMO energy: -8.17 eV. The structure (SMILES) is CCN(C)CC.O.O. Its charge is 0. The energy relative to the best compared isomer or geometry (same formula, charge and spin) comes out at 1.532 eV.

Geometry (Å):
C (1.21, -1.33, -1.79)
C (0.83, -0.05, -1.11)
N (-0.56, -0.12, -0.54)
C (-1.49, -0.10, -1.63)
C (-0.79, 0.93, 0.49)
C (-1.99, 0.49, 1.28)
H (1.16, -2.21, -1.18)
H (0.55, -1.65, -2.61)
H (2.24, -1.27, -2.16)
H (0.81, 0.84, -1.74)
H (1.58, 0.16, -0.35)
H (-2.45, 0.41, -1.56)
H (-1.64, -1.10, -2.05)
H (-1.10, 0.47, -2.53)
H (-0.84, 1.93, 0.05)
H (0.03, 0.85, 1.24)
H (-2.90, 0.49, 0.66)
H (-2.24, 1.03, 2.21)
H (-1.87, -0.56, 1.48)
O (1.28, -1.03, 1.75)
H (2.00, -1.54, 2.15)
H (0.48, -1.55, 1.61)
O (1.70, 1.73, 1.77)
H (1.97, 2.34, 2.46)
H (2.03, 0.87, 2.08)

---

No. 5
Entry from OMol25: a structure of composition C35H44Cl2NOP3Zr (ωB97M-V/def2-TZVPD).

As for the LUMO energy: -0.2283 Ha. As for the HOMO energy: -14.18 eV. Its charge is +2. The energy relative to the best compared isomer or geometry (same formula, charge and spin) comes out at 0.000 eV.

Geometry (Å):
P (0.96, 1.44, -4.43)
C (2.71, 1.73, -4.83)
C (3.26, 1.19, -5.98)
H (2.68, 0.53, -6.62)
C (4.57, 1.48, -6.33)
H (5.00, 1.05, -7.22)
C (5.33, 2.32, -5.52)
H (6.36, 2.54, -5.79)
C (4.78, 2.87, -4.38)
H (5.36, 3.52, -3.75)
C (3.47, 2.58, -4.03)
H (3.05, 3.03, -3.13)
C (0.42, 0.05, -5.47)
C (0.96, -1.20, -5.22)
H (1.72, -1.32, -4.46)
C (0.54, -2.30, -5.95)
H (0.97, -3.28, -5.75)
C (-0.42, -2.15, -6.94)
H (-0.74, -3.01, -7.52)
C (-0.95, -0.90, -7.20)
H (-1.69, -0.78, -7.98)
C (-0.54, 0.20, -6.47)
H (-0.98, 1.17, -6.66)
C (0.11, 2.95, -4.97)
C (0.54, 3.63, -6.11)
H (1.35, 3.24, -6.72)
C (-0.07, 4.82, -6.47)
H (0.26, 5.35, -7.35)
C (-1.09, 5.35, -5.69)
H (-1.55, 6.28, -5.97)
C (-1.50, 4.68, -4.54)
H (-2.28, 5.10, -3.92)
C (-0.90, 3.48, -4.18)
H (-1.19, 2.97, -3.28)
Zr (0.00, 0.00, 0.00)
C (-1.74, -0.83, -0.49)
C (-2.16, -0.83, -1.79)
H (-2.34, -1.31, 0.28)
C (-1.22, -0.21, -2.77)
O (-1.86, 0.72, -3.67)
H (-1.16, 1.09, -4.22)
C (-0.05, 0.40, -2.00)
H (-0.82, -0.97, -3.44)
C (0.87, 1.11, -2.70)
Cl (-0.37, -0.77, 2.30)
Cl (2.18, 1.14, 0.23)
P (1.23, -2.01, -0.29)
C (2.10, -2.55, 1.21)
H (1.37, -2.96, 1.91)
H (2.57, -1.69, 1.68)
H (2.85, -3.31, 0.98)
C (0.22, -3.45, -0.77)
H (-0.25, -3.26, -1.73)
H (-0.56, -3.58, -0.02)
H (0.82, -4.36, -0.83)
C (2.55, -1.96, -1.56)
H (3.04, -0.99, -1.51)
H (2.11, -2.08, -2.54)
H (3.29, -2.75, -1.39)
P (-3.63, -1.58, -2.37)
C (-4.34, -2.66, -1.10)
C (-3.31, -2.57, -3.85)
H (-4.61, -2.09, -0.22)
H (-3.62, -3.42, -0.82)
H (-5.24, -3.14, -1.49)
H (-2.97, -1.91, -4.65)
H (-4.21, -3.09, -4.17)
H (-2.53, -3.29, -3.64)
C (-4.93, -0.40, -2.83)
H (-5.11, 0.29, -2.01)
H (-5.86, -0.92, -3.07)
H (-4.60, 0.16, -3.70)
H (1.75, 1.45, -2.17)
C (-3.04, 4.90, 2.99)
C (-2.38, 3.87, 2.13)
C (-0.99, 3.92, 1.94)
C (-0.36, 2.90, 1.23)
N (-1.07, 1.85, 0.70)
C (-2.43, 1.83, 0.85)
C (-3.10, 2.83, 1.56)
H (-2.60, 4.86, 4.01)
H (-2.89, 5.92, 2.57)
H (-4.13, 4.71, 3.08)
H (-0.40, 4.71, 2.38)
H (0.71, 2.94, 1.18)
H (-3.03, 1.00, 0.49)
H (-4.17, 2.75, 1.70)

---

No. 6
Entry from OMol25: an isolated molecule of C2H7N3 (ωB97M-V/def2-TZVPD).

As for the LUMO energy: 0.0319 Ha. As for the HOMO energy: -8.63 eV. The structure (SMILES) is [H]/N=C/N(C)N. Its charge is 0. The energy relative to the best compared isomer or geometry (same formula, charge and spin) comes out at 1.934 eV.

Geometry (Å):
H (-2.43, -0.58, -1.82)
N (-1.55, -0.88, -1.36)
C (-0.96, 0.04, -0.78)
N (0.21, -0.11, -0.08)
C (0.61, 1.02, 0.71)
N (0.80, -1.40, 0.12)
H (-1.31, 1.10, -0.63)
H (0.23, 2.01, 0.27)
H (1.71, 1.12, 0.77)
H (0.23, 0.91, 1.77)
H (0.61, -1.84, 1.05)
H (1.85, -1.40, -0.02)

---

Sequential max |F| output: 1.9; 4.4; 4.1; 2.4; 10.8; 3.1 eV/A